(1)
ORCA calculation (ωB97M-V/def2-TZVPD) on a cluster of 18 separate species, C54H66Cl18N12 in total at a distorted geometry.

Each line ends with the Löwdin charge.
Element x y z (Å)
N1 10.4567 14.7271 19.3368  0.028
C1 10.3382 13.5201 19.9099  -0.147
C2 10.4733 12.5948 18.9120  -0.136
C3 10.7659 13.2858 17.7004  -0.114
C4 10.6705 14.6310 17.9984  -0.127
H1 10.3740 15.5828 19.8774  0.100
H2 10.0618 13.4061 20.9344  0.113
H3 10.4287 11.4969 18.9796  0.103
H4 10.9998 12.8060 16.8008  0.060
H5 10.8741 15.5116 17.4156  0.101
N2 17.0848 18.4616 10.7689  0.034
C5 17.6044 19.1577 9.6563  -0.143
C6 17.8260 18.2377 8.6739  -0.119
C7 17.5645 16.9287 9.1956  -0.107
C8 17.0817 17.1134 10.4529  -0.186
H6 17.0124 18.8029 11.7294  0.102
H7 17.6820 20.2427 9.6224  0.111
H8 18.2292 18.4786 7.7039  0.096
H9 17.6812 16.0055 8.6473  0.093
H10 16.7158 16.2965 11.0675  0.054
N3 9.3633 12.3611 13.2781  0.026
C9 8.8353 13.5225 12.7919  -0.159
C10 9.8306 14.4148 12.5948  -0.121
C11 11.0342 13.7694 13.0191  -0.129
C12 10.7385 12.5128 13.4207  -0.117
H11 8.7949 11.5264 13.4013  0.154
H12 7.7994 13.6537 12.5744  0.111
H13 9.7106 15.4304 12.2125  0.085
H14 12.0261 14.1909 12.9408  0.040
H15 11.3835 11.7587 13.8308  0.096
N4 12.1119 17.2849 20.5201  0.031
C13 11.4220 17.9802 19.5994  -0.162
C14 10.1391 18.2147 20.0396  -0.099
C15 10.0619 17.5790 21.3127  -0.120
C16 11.2924 17.0428 21.5926  -0.140
H16 13.0970 17.1210 20.4317  0.086
H17 11.9254 18.3901 18.7133  0.095
H18 9.3419 18.7664 19.5631  0.092
H19 9.1145 17.5090 21.8326  0.096
H20 11.6900 16.4757 22.4007  0.105
N5 13.3729 10.0281 14.5735  0.027
C17 13.0931 10.7608 15.7012  -0.232
C18 12.4850 9.9649 16.5955  -0.114
C19 12.4943 8.6619 16.0219  -0.123
C20 13.0663 8.6986 14.8227  -0.132
H21 13.8350 10.3716 13.7541  0.063
H22 13.3691 11.7934 15.8182  0.034
H23 12.1202 10.2830 17.5617  0.081
H24 12.1503 7.7784 16.4889  0.082
H25 13.2816 7.9489 14.0563  0.113
N6 15.4003 20.9552 12.5973  0.014
C21 16.4726 20.6280 13.4386  -0.087
C22 16.0845 19.4191 14.0150  -0.130
C23 14.8414 18.9944 13.3981  -0.183
C24 14.5101 19.9879 12.5291  -0.200
H26 15.2323 21.7838 12.0466  0.155
H27 17.2207 21.3973 13.6753  0.122
H28 16.7212 18.9446 14.7359  0.058
H29 14.1842 18.1388 13.5581  0.035
H30 13.6284 20.0193 11.9041  0.101
N7 13.2628 20.3991 15.6441  0.014
C25 12.3330 19.4670 16.1234  -0.150
C26 11.2599 20.1622 16.5674  -0.125
C27 11.5160 21.5498 16.3919  -0.108
C28 12.7314 21.6811 15.7552  -0.118
H31 14.0916 20.1089 15.1549  0.076
H32 12.5684 18.4258 16.1745  0.103
H33 10.3878 19.6729 16.9616  0.089
H34 10.9356 22.3876 16.7675  0.092
H35 13.3140 22.5605 15.4950  0.105
N8 19.1182 13.1399 18.0194  0.019
C29 19.8583 13.6914 17.0124  -0.142
C30 19.1843 14.7933 16.5846  -0.132
C31 17.9810 14.9242 17.3490  -0.138
C32 17.9207 13.8546 18.2011  -0.118
H36 19.4199 12.3836 18.5760  0.127
H37 20.8033 13.2485 16.7276  0.115
H38 19.6063 15.4719 15.8621  0.086
H39 17.3330 15.7920 17.3646  0.058
H40 17.2301 13.6130 19.0299  0.083
N9 18.6708 18.1642 18.4542  0.018
C33 18.6284 18.4342 17.1557  -0.192
C34 19.7820 19.0470 16.7829  -0.111
C35 20.5448 19.1915 17.9580  -0.115
C36 19.8755 18.5638 18.9627  -0.132
H41 17.7995 17.9922 18.9882  0.133
H42 17.7263 18.1911 16.5840  0.094
H43 20.0610 19.3444 15.8021  0.078
H44 21.5413 19.6538 17.9289  0.102
H45 20.0617 18.4296 20.0246  0.109
N10 13.0603 10.3843 10.7980  0.044
C37 13.9104 11.2907 11.2839  -0.163
C38 14.9775 10.6433 11.8719  -0.166
C39 14.6938 9.2500 11.7579  -0.118
C40 13.5003 9.1393 11.0633  -0.122
H46 12.2581 10.5838 10.2281  0.096
H47 13.6926 12.3457 11.1490  0.103
H48 15.8847 11.0491 12.2610  0.048
H49 15.3639 8.4330 12.0373  0.080
H50 12.9209 8.2693 10.8742  0.105
N11 14.9125 19.4272 19.5579  0.048
C41 15.2885 18.5644 20.6143  -0.108
C42 15.5494 17.3349 20.0567  -0.191
C43 15.2486 17.3985 18.6314  -0.145
C44 14.9386 18.6989 18.3704  -0.134
H51 14.8884 20.4148 19.6034  0.132
H52 15.3834 18.9202 21.6247  0.109
H53 16.0177 16.4966 20.5588  0.071
H54 15.2949 16.5618 17.9162  0.060
H55 14.6147 19.1507 17.4133  0.102
N12 10.2479 12.2331 10.2027  0.047
C45 11.0043 12.4805 9.0460  -0.144
C46 10.9442 11.3940 8.2317  -0.098
C47 10.1014 10.4256 8.9356  -0.112
C48 9.7439 10.9685 10.1115  -0.168
H56 10.2701 12.7683 11.0700  0.080
H57 11.5803 13.3862 8.9456  0.061
H58 11.4049 11.3814 7.2659  0.089
H59 9.9146 9.4526 8.5185  0.089
H60 9.2153 10.5229 10.9162  0.099
C49 12.8179 16.9016 10.7983  -1.438
Cl1 11.7641 16.0607 9.6575  0.564
Cl2 13.8487 15.7111 11.6547  0.518
Cl3 11.8297 17.8084 12.0061  0.543
H61 13.4805 17.6101 10.2628  0.033
C50 20.3345 18.0661 11.2644  -1.528
Cl4 20.9330 19.7508 11.5278  0.486
Cl5 19.8566 17.4034 12.7750  0.557
Cl6 21.6136 17.0703 10.4681  0.497
H62 19.4966 18.0792 10.5668  -0.046
C51 17.8894 9.1338 15.4891  -1.443
Cl7 19.5183 9.9201 15.3082  0.465
Cl8 17.6369 8.0173 14.0997  0.504
Cl9 16.5821 10.3466 15.5494  0.525
H63 17.8996 8.5946 16.4589  0.030
C52 18.6562 13.2331 11.6760  -1.402
Cl10 18.5216 13.4191 13.4705  0.501
Cl11 17.0705 13.4658 10.8426  0.527
Cl12 19.3230 11.5930 11.3242  0.499
H64 19.3503 13.9437 11.2714  0.000
C53 15.3076 14.4276 15.2746  -1.435
Cl13 15.6820 16.0842 14.6607  0.546
Cl14 15.1108 13.2435 14.0045  0.556
Cl15 13.7935 14.5043 16.2416  0.542
H65 16.1171 14.0954 15.9145  -0.016
C54 13.8034 12.7414 19.6716  -1.409
Cl16 14.8355 11.9149 18.5224  0.566
Cl17 14.3782 14.4310 19.9388  0.552
Cl18 13.9233 11.9041 21.3070  0.463
H66 12.7717 12.6957 19.4009  -0.042

Atoms 1-6, force components in eV/Å:
-0.237 1.478 0.483
-0.427 -0.777 -0.209
0.508 -1.407 -0.507
-0.721 0.584 1.457
0.837 -0.376 -0.116
0.005 -0.025 -0.381

Output
HOMO-LUMO gap, eV: 8.3
E_HOMO, eV: -8.07
E_LUMO, eV: 0.2

(2)
ORCA calculation (ωB97M-V/def2-TZVPD) on a structure of composition C45H62Cl5CrGeN4OP3 at a distorted geometry.

Each line ends with the Mulliken spin population.
Element x y z (Å)
Cr1 0.0908 1.5068 -1.0313  3.881
C1 1.8418 0.9782 3.8939  0.022
C2 3.0100 1.3620 2.9881  0.017
C3 4.2306 0.5003 3.3012  0.005
P1 2.4726 1.3723 1.1873  0.177
C4 2.6404 -0.4255 0.7454  -0.026
N1 1.4696 -1.1942 1.1054  0.434
Ge1 -0.3936 -0.5464 0.3717  -0.159
N2 -1.7872 -1.8135 -0.5232  -0.034
C5 -2.1199 -1.9170 -1.9429  -0.014
P2 -0.8336 -1.2266 -3.1002  0.083
C6 0.1020 -2.8283 -3.4183  0.021
C7 0.5289 -3.4316 -2.0748  -0.034
C8 -0.5935 -3.8969 -4.2608  0.003
C9 -1.7975 -1.1131 -4.7073  0.005
C10 -0.7838 -0.7549 -5.7984  -0.004
C11 -2.9342 -0.0933 -4.7273  0.004
C12 -2.5007 -2.6649 0.2759  0.004
C13 -3.6836 -3.3174 -0.1117  -0.004
C14 -4.3502 -4.1589 0.7592  0.001
C15 -3.8758 -4.3715 2.0463  0.005
C16 -2.7102 -3.7392 2.4461  0.000
C17 -2.0200 -2.9243 1.5649  0.001
N3 -0.7382 -2.3304 1.8654  0.014
C18 0.3896 -3.1902 1.6832  0.201
C19 0.3764 -4.5582 1.8459  -0.130
C20 1.5689 -5.2701 1.7839  0.209
C21 2.7761 -4.6070 1.5459  -0.036
C22 2.7982 -3.2527 1.3254  0.149
C23 1.5978 -2.5044 1.3700  0.064
C24 -0.7402 -1.7227 3.1769  0.046
C25 -0.4028 -2.3981 4.3365  -0.016
C26 -0.5650 -1.7871 5.5705  -0.003
C27 -1.1044 -0.5106 5.6210  0.000
C28 -1.3945 0.1858 4.4599  -0.002
C29 -1.1650 -0.3901 3.2003  -0.007
N4 -1.2788 0.2672 1.9991  0.043
C30 -1.4885 1.6951 2.1559  0.011
P3 -1.2210 2.7076 0.6416  0.088
C31 -0.1483 4.0721 1.3569  -0.014
C32 -0.5973 4.7663 2.6483  0.003
C33 0.2148 5.1048 0.2870  0.011
C34 -2.9167 3.4380 0.2970  0.005
C35 -4.0197 2.3932 0.5428  0.004
C36 -3.2789 4.7102 1.0601  -0.001
C37 4.0367 2.1227 0.4427  -0.032
C38 3.6427 3.2826 -0.4776  0.030
C39 4.9865 1.1680 -0.2779  0.004
H1 2.1696 0.8962 4.9320  0.002
H2 1.4179 0.0153 3.6001  -0.008
H3 1.0539 1.7296 3.8552  -0.004
H4 3.2673 2.4110 3.1745  0.001
H5 3.9688 -0.5596 3.3274  -0.001
H6 4.6083 0.7647 4.2903  0.000
H7 5.0449 0.6525 2.5914  0.000
H8 3.5305 -0.8370 1.2145  0.020
H9 2.7710 -0.4313 -0.3379  0.011
H10 -3.0951 -1.4639 -2.1730  -0.005
H11 -2.2109 -2.9797 -2.1991  0.000
H12 1.0018 -2.5159 -3.9547  0.000
H13 -0.2954 -3.9835 -1.6165  -0.001
H14 0.8521 -2.6625 -1.3706  0.023
H15 1.3552 -4.1300 -2.2206  0.000
H16 -1.5788 -4.1544 -3.8654  0.000
H17 0.0118 -4.8061 -4.2412  -0.001
H18 -0.7028 -3.6000 -5.3029  0.000
H19 -2.2255 -2.0985 -4.9037  -0.002
H20 -0.3560 0.2303 -5.5990  0.001
H21 -1.2639 -0.7253 -6.7781  0.000
H22 0.0387 -1.4708 -5.8469  -0.001
H23 -2.5482 0.9194 -4.6065  0.001
H24 -3.6867 -0.2916 -3.9622  0.001
H25 -3.4373 -0.1422 -5.6953  0.000
H26 -4.0864 -3.1580 -1.1019  0.000
H27 -5.2587 -4.6482 0.4328  0.000
H28 -4.4045 -5.0269 2.7241  0.000
H29 -2.3381 -3.8942 3.4502  0.000
H30 -0.5509 -5.0763 2.0450  0.005
H31 1.5607 -6.3406 1.9351  0.002
H32 3.7022 -5.1650 1.5225  0.002
H33 3.7384 -2.7710 1.1002  -0.009
H34 -0.0195 -3.4095 4.2841  0.004
H35 -0.2986 -2.3114 6.4775  0.000
H36 -1.2896 -0.0429 6.5793  0.000
H37 -1.8138 1.1780 4.5460  0.001
H38 -0.7904 2.0867 2.9024  0.011
H39 -2.5033 1.8823 2.5211  0.000
H40 0.7590 3.5091 1.5873  -0.007
H41 -1.2171 5.6351 2.4423  0.000
H42 0.2874 5.1192 3.1812  -0.001
H43 -1.1443 4.1057 3.3215  0.001
H44 -0.6723 5.6023 -0.1104  -0.003
H45 0.7490 4.6476 -0.5415  0.006
H46 0.8605 5.8727 0.7172  0.004
H47 -2.8745 3.6836 -0.7688  0.000
H48 -3.6855 1.3676 0.3978  0.000
H49 -4.8663 2.5852 -0.1181  0.000
H50 -4.3881 2.4800 1.5654  0.000
H51 -3.2467 4.5479 2.1370  0.000
H52 -4.3007 4.9934 0.7991  0.000
H53 -2.6376 5.5498 0.8020  0.000
H54 4.5646 2.5478 1.3005  0.000
H55 2.9559 2.9454 -1.2572  0.051
H56 4.5260 3.6986 -0.9660  0.001
H57 3.1640 4.0794 0.0936  -0.007
H58 4.5499 0.8125 -1.2105  -0.004
H59 5.2630 0.3069 0.3307  -0.001
H60 5.9073 1.7006 -0.5222  0.000
Cl1 3.0368 -0.8995 -2.6664  0.000
C40 2.3421 0.5133 -3.3942  -0.085
C41 1.3723 1.2526 -2.7133  0.039
C42 0.9281 2.3419 -3.4568  -0.022
Cl2 -0.3001 3.2529 -2.6133  -0.038
C43 1.3418 2.7386 -4.7132  -0.010
Cl3 0.6843 4.1336 -5.4717  -0.002
C44 2.3031 1.9547 -5.3436  0.012
Cl4 2.8590 2.3690 -6.9124  0.002
C45 2.7939 0.8302 -4.6804  -0.015
Cl5 3.9623 -0.1535 -5.4732  -0.001
O1 -2.5006 1.1947 -1.6815  -0.005
H61 -3.3355 1.5657 -1.9882  0.015
H62 -2.7107 0.3518 -1.2528  -0.014

Atoms 1-6, force components in eV/Å:
0.122 -0.324 -0.368
0.121 0.100 -0.061
-0.306 -0.066 -0.079
0.019 0.168 -0.063
0.438 0.086 0.274
0.071 0.343 0.239

Output
HOMO-LUMO gap (spin up / spin down), eV: 7.7 / 4.8
2S+1: 6
Charge: +1
Energy above the lowest of the compared OMol25 structures with the same formula, charge and spin, kcal/mol: 21.26
E_HOMO (spin up / spin down), eV: -9.67 / -9.76
E_LUMO (spin up / spin down), eV: -2.0 / -5.0

(3)
ORCA calculation (ωB97M-V/def2-TZVPD) on a cluster of 3 separate species, C22H46N4O10S2 in total.

Each line ends with the Löwdin charge.
Element x y z (Å)
C1 -1.2115 2.2161 1.7208  -0.032
C2 -1.8313 0.8300 1.7219  -0.224
O1 -2.5956 0.6852 0.5217  -0.062
C3 -3.4657 -0.3878 0.4117  -0.392
C4 -3.4978 -0.6859 -1.0435  -0.158
N1 -3.4741 -0.9784 -2.1495  0.233
C5 -2.9595 -1.6987 1.0378  -0.166
O2 -3.2105 -1.7113 2.4128  -0.223
C6 -2.9222 -2.9450 3.0540  -0.051
C7 -4.9661 0.0635 0.8291  -0.323
C8 -5.4647 0.8552 -0.2978  -0.277
N2 -5.8545 1.4641 -1.1855  0.253
S1 -5.2217 1.2638 2.2486  0.667
C9 -4.8279 0.4798 3.7775  -0.117
O3 -4.3235 2.3555 2.0409  -0.259
O4 -6.6405 1.4917 2.2155  -0.289
S2 -6.1250 -1.4047 1.0191  0.672
C10 -7.7286 -0.8675 0.5282  -0.116
O5 -6.1731 -1.7627 2.4078  -0.288
O6 -5.6441 -2.3534 0.0548  -0.275
H1 -1.8556 2.9312 1.2157  0.085
H2 -0.2437 2.1885 1.2212  0.048
H3 -1.0389 2.5325 2.7508  0.087
H4 -1.0374 0.0728 1.7292  0.124
H5 -2.4373 0.6541 2.6117  0.094
H6 -1.8831 -1.7644 0.8314  0.146
H7 -3.4514 -2.5358 0.5360  0.125
H8 -2.0857 -2.8150 3.7433  0.094
H9 -2.6599 -3.7194 2.3294  0.097
H10 -3.8094 -3.2671 3.5999  0.095
H11 -5.7454 0.0600 4.1721  0.072
H12 -4.0550 -0.2703 3.6656  0.049
H13 -4.4802 1.3101 4.3959  0.087
H14 -7.7051 -0.3710 -0.4359  0.071
H15 -8.1613 -0.2584 1.3119  0.070
H16 -8.2541 -1.8220 0.4359  0.087
C11 2.0697 2.2549 -0.0544  -0.123
O7 1.0990 3.0209 -0.7388  -0.202
C12 1.4283 4.3927 -0.9091  -0.211
C13 1.7258 4.6866 -2.3637  -0.215
N3 2.9631 4.0432 -2.7818  -0.050
C14 3.2255 4.0857 -4.2148  -0.203
C15 2.2581 3.3504 -5.1350  -0.229
O8 2.2883 1.9432 -4.9954  -0.179
C16 1.4502 1.4016 -3.9912  -0.095
H17 1.6409 1.2740 0.1369  0.076
H18 2.9767 2.1106 -0.6492  0.070
H19 2.3451 2.7185 0.9000  0.094
H20 2.2794 4.6658 -0.2775  0.123
H21 0.5643 4.9849 -0.5945  0.123
H22 1.8281 5.7680 -2.4991  0.123
H23 0.8521 4.3607 -2.9451  0.109
H24 2.9492 3.0762 -2.4850  0.069
H25 4.2203 3.6649 -4.3819  0.118
H26 3.2687 5.1351 -4.5256  0.117
H27 2.5635 3.5550 -6.1645  0.120
H28 1.2292 3.7160 -5.0272  0.111
H29 0.5407 1.9958 -3.8640  0.091
H30 1.9544 1.3176 -3.0237  0.068
H31 1.1680 0.3983 -4.3111  0.087
C17 5.8404 -3.1753 2.6720  -0.118
O9 5.9459 -3.5523 1.3159  -0.195
C18 5.1656 -4.6818 0.9481  -0.218
C19 4.0562 -4.2922 -0.0032  -0.217
N4 3.0574 -3.4681 0.6618  -0.051
C20 2.0419 -2.9060 -0.2187  -0.202
C21 2.4863 -1.9335 -1.3045  -0.218
O10 2.9848 -0.7052 -0.8062  -0.207
C22 4.3642 -0.6853 -0.4897  -0.091
H32 6.5852 -2.4014 2.8490  0.088
H33 4.8511 -2.7735 2.9195  0.080
H34 6.0460 -4.0196 3.3375  0.087
H35 4.7538 -5.1668 1.8386  0.122
H36 5.8263 -5.3939 0.4465  0.122
H37 3.5728 -5.2026 -0.3710  0.125
H38 4.5209 -3.7930 -0.8650  0.108
H39 3.5249 -2.7156 1.1513  0.075
H40 1.3138 -2.3852 0.4099  0.111
H41 1.5098 -3.7329 -0.7010  0.119
H42 1.6025 -1.6791 -1.8957  0.121
H43 3.2130 -2.3806 -1.9931  0.114
H44 4.9356 -1.3434 -1.1497  0.091
H45 4.5577 -0.9729 0.5479  0.076
H46 4.7194 0.3367 -0.6262  0.083

Atoms 1-6, force components in eV/Å:
0.267 -0.274 0.051
0.314 -0.023 0.234
-0.027 0.300 0.051
-0.051 -0.294 -0.136
-0.010 -0.104 0.172
0.058 -0.021 -0.224

Output
HOMO-LUMO gap, eV: 8.9
SMILES string: CCO[C@@](C#N)(COC)C(C#N)(S(C)(=O)=O)S(C)(=O)=O.COCCNCCOC.COCCNCCOC
E_HOMO, eV: -8.51
E_LUMO, eV: 0.3

E_tot per entry: -11037.69715; -8492.41073; -2633.42663 hartree